The following is a DFT calculation (ωB97M-V with the def2-TZVPD basis set) of 2 unconnected molecules or ions with the total composition CHO4S.

Summary:
**DFT total energy**: -20079.5586 eV
**Net charge**: -1
**Gap between HOMO and LUMO**: 8.82 eV
**ΔE to the lowest compared entry with this formula, charge and spin**: 0.454 eV
**Multiplicity**: 1

Last column: Löwdin charge in e.
CARTESIAN COORDINATES (ANGSTROEM)
S -1.43803 0.14773 0.14538  0.3604
O -0.50572 0.25885 1.27658  -0.4533
O -2.21807 -1.10433 0.17874  -0.4624
O 2.31730 0.33470 -0.09959  0.0355
O -2.07699 1.41404 -0.23367  -0.4532
C 2.04347 0.19940 -1.16362  -0.0405
H -0.68712 -0.10427 -1.00268  0.0134